ORCA calculation (ωB97M-V with the def2-TZVPD basis set) on the ion C7H9N4O3S with charge +1.

The geometry in XYZ format:
```
24
Properties=species:S:1:pos:R:3:forces:R:3:lowdin_charge:R:1
C -0.36316 1.87330 -0.67579 2.0 -1.5 2.0 0.0541
C 0.01122 3.18222 -0.92621 1.7 2.1 1.0 0.0575
C 0.34098 1.51456 0.54589 -1.5 1.7 -2.5 -0.2018
C 0.84797 3.59317 0.16338 -2.6 -1.2 -2.4 -0.1795
C 0.47129 0.28887 1.24912 -1.7 -0.9 -1.0 0.0104
C -0.46303 -2.95714 0.49405 -0.2 0.8 -1.5 -0.6475
C -1.03278 -3.30752 -1.98833 0.0 2.6 -1.0 -0.0297
N -0.22540 -0.69488 0.75317 1.5 0.9 1.1 0.0328
N -0.10334 -1.94068 1.32649 -0.1 -0.3 -0.1 -0.0110
N 1.24245 4.91661 0.51840 0.7 2.4 0.3 -0.3074
N -0.81353 -2.56594 -0.75863 1.2 -1.1 2.8 -0.0180
O 0.76077 5.82209 -0.18009 0.6 -1.5 0.7 0.0996
O 2.00682 5.10517 1.46470 -0.9 -0.9 -1.0 0.1219
O 0.98796 2.60291 1.00097 0.9 -0.5 1.5 0.1430
S -0.47424 -4.59461 1.03472 1.1 0.7 1.8 0.9327
H -0.87501 1.11830 -1.27311 0.0 0.7 0.1 0.1189
H -0.11068 3.89072 -1.74517 -0.6 -0.6 0.1 0.1345
H 1.05853 0.27579 2.14411 0.4 -0.3 0.5 0.1436
H -1.57224 -2.51159 -2.64840 0.3 -2.2 1.0 0.1425
H -1.50254 -4.21446 -1.73410 -1.2 -0.9 -0.3 0.0634
H -0.11120 -3.53328 -2.52200 0.3 0.0 0.3 0.0951
H 0.37467 -2.06706 2.23310 -0.5 -0.1 -0.8 0.1649
H -0.62911 -1.58133 -0.76093 -0.3 0.8 -0.8 0.0937
H 0.17362 -4.21519 2.28467 -1.1 -0.9 -1.9 -0.0138
```
Forces are in eV/Å.

Properties
* charge: +1
* HOMO energy: -12.2727 eV
* multiplicity: 1
* ΔE to the lowest compared entry with this formula, charge and spin: 0.0 kcal/mol
* lowest unoccupied orbital energy: -0.1759 Ha